Entry 1:
Computed, not measured: a molecular structure, C9H21ClN2Si at a distorted geometry, with ωB97M-V/def2-TZVPD.

Last column: natural (NBO) charge in e.
Atoms and positions in Å:
1 C -3.5640 -0.2467 0.2012  -0.15
2 C -0.0164 -0.2658 3.5146  -0.62
3 C 3.2536 1.9002 -2.2071  -0.62
4 C -1.0330 -0.0796 -2.7918  -1.16
5 C 0.4710 -0.6835 2.1483  -0.39
6 C 2.3783 1.7559 -0.8992  -0.41
7 C 0.5341 0.4995 1.2293  -0.24
8 C 1.5661 0.4034 -1.0358  -0.19
9 C -1.8734 -2.9193 0.5668  -0.30
10 N -2.3104 0.1828 0.2295  -1.03
11 N 0.3860 0.2933 -0.1722  -0.87
12 Si -1.0854 0.0236 -0.8866  1.70
13 Cl -3.6026 -2.5790 0.2753  0.01
14 H -3.9859 -0.1257 1.2060  0.17
15 H -4.0603 -0.3824 -0.6831  0.15
16 H 0.5516 0.5888 3.9144  0.20
17 H -1.0111 0.1326 3.7140  0.22
18 H 0.2522 -1.1223 4.2010  0.21
19 H 3.4207 3.0622 -2.5055  0.22
20 H 4.2120 1.2169 -2.1846  0.22
21 H 2.4816 1.5768 -2.9312  0.20
22 H -2.1300 -0.2653 -2.9579  0.25
23 H -0.8828 0.9060 -3.2928  0.24
24 H -0.3040 -0.7883 -3.2943  0.26
25 H -0.3473 -1.3639 1.6368  0.20
26 H 1.2921 -1.2442 2.2155  0.19
27 H 1.5982 2.4544 -0.8555  0.20
28 H 2.8670 1.8453 0.0069  0.20
29 H -0.4291 0.8323 1.5284  0.23
30 H 1.2207 1.2815 1.5120  0.19
31 H 1.1985 0.4465 -2.0765  0.19
32 H 2.1446 -0.4706 -1.0213  0.18
33 H -1.3515 -3.8167 0.0724  0.19
34 H -1.8414 -3.0486 1.6229  0.16

As for the expectation value of S²: 2.02. Its spin multiplicity is 3. Its max |F| is 5.580 eV/A. The HOMO-LUMO gap (alpha / beta) comes out at 5.258 / 7.591 eV. The HOMO energy (alpha / beta) is -4.59 / -8.60 eV.

Entry 2:
Computed, not measured: a molecular structure, C9H21CrF6N7O20S2 at a distorted geometry, with ωB97M-V/def2-TZVPD.

Last column: natural (NBO) charge in e.
Atoms and positions in Å:
1 Cr -1.4024 -1.8281 -3.5003  0.95
2 C -4.0696 -4.0960 -0.1858  0.85
3 F -4.9821 -3.9419 -1.0865  -0.26
4 F -4.0333 -3.0307 0.6621  -0.29
5 F -4.3281 -5.2409 0.4802  -0.28
6 S -2.2812 -4.2200 -1.0952  2.14
7 O -1.2600 -4.3560 0.0254  -0.33
8 O -2.2893 -5.4445 -1.8736  -0.86
9 O -2.0616 -3.0541 -1.9373  -0.95
10 C 0.0004 0.1224 0.4108  0.75
11 F 0.0150 1.1305 1.3005  -0.32
12 F 1.2176 -0.2599 0.0179  -0.33
13 F -0.5588 -0.9661 0.9131  -0.32
14 S -1.0366 0.7224 -1.1625  2.28
15 O -1.0108 -0.4411 -2.0582  -1.09
16 O -2.3413 1.0743 -0.6053  -0.96
17 O -0.3554 1.9615 -1.6714  -0.97
18 C 3.7211 1.5335 1.5190  -0.50
19 N 3.8329 1.0271 2.8853  0.55
20 O 4.9214 0.7392 3.2149  -0.35
21 O 2.7746 0.8128 3.4125  -0.43
22 H 4.7168 1.7188 1.1161  0.24
23 H 3.0172 2.3653 1.5468  0.23
24 H 3.1787 0.8139 0.9058  0.25
25 C -4.9148 -0.5000 -1.4353  -0.49
26 N -4.4096 -0.1336 -2.8097  0.55
27 O -4.9609 0.7760 -3.4967  -0.36
28 O -3.4908 -0.8007 -3.1808  -0.44
29 H -4.0477 -0.5359 -0.7757  0.27
30 H -5.4380 -1.4561 -1.4415  0.22
31 H -5.5435 0.3409 -1.1427  0.24
32 C 2.3704 2.6280 -3.1266  -0.49
33 N 3.0625 2.1855 -1.9158  0.55
34 O 3.3042 2.9957 -1.0603  -0.38
35 O 3.4529 1.0518 -1.9337  -0.40
36 H 1.7899 3.5410 -2.9938  0.24
37 H 1.7161 1.8631 -3.5449  0.25
38 H 3.1765 2.8030 -3.8392  0.23
39 C -0.8670 1.5061 4.5032  -0.50
40 N -2.3435 1.2504 4.4700  0.53
41 O -2.7939 0.1291 4.3911  -0.37
42 O -3.0236 2.2591 4.5468  -0.38
43 H -0.7328 2.5875 4.5288  0.23
44 H -0.4316 1.0967 3.5917  0.24
45 H -0.3655 1.0985 5.3810  0.24
46 C -0.9772 4.4948 1.5777  -0.49
47 N -2.1272 4.8606 0.7227  0.54
48 O -2.8653 3.9078 0.5621  -0.35
49 O -2.2467 6.0423 0.4776  -0.38
50 H -0.1230 4.1844 0.9761  0.24
51 H -1.2808 3.6190 2.1512  0.22
52 H -0.7868 5.3191 2.2650  0.22
53 C 2.4850 -2.6871 2.2109  -0.49
54 N 3.6547 -2.8814 1.3662  0.54
55 O 4.0339 -4.0065 1.1587  -0.39
56 O 4.2332 -1.9284 0.9503  -0.37
57 H 1.8727 -1.8775 1.8138  0.24
58 H 2.8298 -2.5674 3.2380  0.25
59 H 1.9228 -3.6180 2.1380  0.23
60 C 3.1952 -1.9803 -3.7093  -0.47
61 N 1.9673 -2.2006 -2.9327  0.22
62 O 2.0521 -2.6320 -1.7577  -0.14
63 O 0.8715 -1.9312 -3.4486  -0.27
64 H 2.9364 -1.5082 -4.6571  0.23
65 H 3.5450 -2.9766 -3.9797  0.21
66 H 3.9128 -1.4613 -3.0738  0.25

As for the expectation value of S²: 20.02. Its spin multiplicity is 9. Its max |F| is 5.259 eV/A. The HOMO-LUMO gap (alpha / beta) comes out at 6.732 / 3.456 eV. The HOMO energy (alpha / beta) is -7.20 / -10.14 eV.

Entry 3:
Computed, not measured: a molecular structure, C9H21CrO12S3 at a distorted geometry, with ωB97M-V/def2-TZVPD.

Last column: natural (NBO) charge in e.
Atoms and positions in Å:
1 Cr 0.0735 -0.5964 -0.5537  1.48
2 O -2.3661 -3.6304 -0.8756  -0.63
3 C -1.8727 -2.4684 -0.6203  0.97
4 O -1.1025 -2.2123 0.3679  -0.78
5 O -1.5989 -1.5743 -1.3887  -0.63
6 H -2.2604 -4.0503 -0.0188  0.50
7 O 3.0196 -3.1245 -1.4799  -0.65
8 C 2.0127 -2.3243 -1.1895  0.95
9 O 1.2076 -1.8746 -1.9337  -0.71
10 O 1.9451 -1.6905 -0.1489  -0.75
11 H 2.6202 -3.3487 -2.3236  0.49
12 O 0.0749 2.1210 -4.0696  -0.71
13 C -0.5215 1.8704 -2.8260  0.98
14 O -0.1633 0.8172 -2.1552  -0.77
15 O -1.3499 2.6206 -2.3517  -0.76
16 H -0.4124 2.9300 -4.2420  0.48
17 C 1.6455 3.5468 -0.1027  -0.83
18 S 2.5260 1.9757 0.1066  1.26
19 O 1.3651 1.0024 -0.1496  -0.92
20 C 3.5319 2.1029 -1.4803  -0.79
21 H 2.2385 4.4589 -0.0354  0.23
22 H 0.9622 3.6044 0.7446  0.24
23 H 0.9225 3.5875 -0.9173  0.27
24 H 2.9707 2.0932 -2.4147  0.26
25 H 4.0374 1.1374 -1.4944  0.24
26 H 4.2207 2.9330 -1.3238  0.22
27 C -3.6631 0.2482 1.4776  -0.80
28 S -2.7224 1.2700 0.2444  1.29
29 O -1.3260 0.6507 0.0885  -0.89
30 C -3.7305 0.7775 -1.1839  -0.82
31 H -3.0585 0.2351 2.3845  0.25
32 H -3.8810 -0.7404 1.0736  0.23
33 H -4.6787 0.6413 1.5225  0.23
34 H -4.0821 -0.2518 -1.1124  0.22
35 H -3.1695 0.8706 -2.1138  0.29
36 H -4.6835 1.3064 -1.1882  0.23
37 C 2.0120 -0.4916 3.7576  -0.84
38 S 0.3607 -0.9169 3.0867  1.27
39 O 0.2752 -0.4303 1.6920  -0.95
40 C 0.3944 -2.7161 3.0083  -0.85
41 H 2.1372 0.5798 3.6011  0.24
42 H 2.7695 -0.9012 3.0894  0.24
43 H 2.2366 -0.7962 4.7798  0.24
44 H -0.6501 -2.9786 2.8403  0.25
45 H 0.8918 -3.3001 3.7828  0.24
46 H 0.8415 -2.9633 2.0455  0.27

As for the expectation value of S²: 3.78. Its spin multiplicity is 4. Its max |F| is 9.489 eV/A. The HOMO-LUMO gap (alpha / beta) comes out at 8.099 / 8.571 eV. The HOMO energy (alpha / beta) is -8.19 / -8.28 eV.

Entry 4:
Computed, not measured: 2 unconnected molecules or ions with the total composition C9H21FN3O4P at a distorted geometry, with ωB97M-V/def2-TZVPD.

Last column: natural (NBO) charge in e.
Atoms and positions in Å:
1 C 14.1825 -7.5442 8.0093  -0.41
2 N 12.9321 -6.9936 8.5081  -0.82
3 C 11.7546 -7.7581 8.1777  -0.40
4 P 12.9260 -5.9330 9.7837  2.43
5 O 14.1301 -5.0821 9.7591  -1.13
6 N 11.4535 -5.1948 9.6432  -0.82
7 C 11.0389 -4.6818 8.3379  -0.41
8 C 10.9441 -4.4385 10.8066  -0.40
9 N 12.7872 -6.7894 11.2007  -0.83
10 C 14.0110 -7.1043 11.9043  -0.41
11 C 11.5451 -7.3030 11.7885  -0.40
12 H 14.2225 -8.6012 8.2781  0.18
13 H 15.0351 -7.0365 8.4579  0.24
14 H 14.3034 -7.3416 6.9424  0.20
15 H 12.0485 -8.6889 7.6983  0.20
16 H 11.0998 -7.2169 7.4824  0.19
17 H 11.1226 -7.9543 9.0449  0.19
18 H 10.0772 -5.1253 8.0805  0.19
19 H 10.9822 -3.5931 8.3766  0.19
20 H 11.7950 -4.9170 7.5916  0.23
21 H 11.6208 -4.5593 11.6502  0.22
22 H 10.8656 -3.3728 10.5972  0.20
23 H 9.9704 -4.8656 11.0569  0.19
24 H 13.7376 -7.4605 12.9089  0.20
25 H 14.5469 -7.9672 11.4888  0.19
26 H 14.6541 -6.2457 12.0823  0.21
27 H 10.7593 -7.1843 11.0491  0.21
28 H 11.2885 -6.7653 12.7020  0.19
29 H 11.7001 -8.3683 11.9656  0.19
30 O 17.9746 -5.6809 6.7837  -0.55
31 C 17.9020 -5.4988 7.9466  0.98
32 O 17.2304 -6.2918 8.8128  -0.49
33 C 17.4407 -5.8436 10.1467  -0.14
34 C 18.3998 -4.6659 9.9798  0.43
35 F 19.6429 -5.0738 10.4251  -0.36
36 O 18.4595 -4.4480 8.6175  -0.48
37 H 16.4984 -5.6423 10.6520  0.23
38 H 17.9570 -6.6320 10.6979  0.20
39 H 18.1489 -3.7552 10.5099  0.17

Its max |F| is 1.458 eV/A. The HOMO-LUMO gap comes out at 9.123 eV. The HOMO energy is -8.47 eV. Its SMILES is CN(C)P(=O)(N(C)C)N(C)C.O=C1OC[C@@H](F)O1.

Entry 5:
Computed, not measured: a molecular structure, C9H21GaN5Se, with ωB97M-V/def2-TZVPD.

Last column: natural (NBO) charge in e.
Atoms and positions in Å:
1 Ga 0.5139 1.0090 0.0622  1.48
2 N 1.7037 1.2164 1.7367  -0.91
3 C 3.1373 1.0445 1.3635  -0.25
4 C 3.1992 -0.1266 0.4024  -0.25
5 N 2.2484 0.1465 -0.7109  -0.71
6 C 2.7857 1.1046 -1.7208  -0.25
7 C 1.6231 1.5476 -2.5653  -0.25
8 N 0.6463 2.1901 -1.6340  -0.91
9 H 1.5597 2.0962 2.2380  0.45
10 H 1.4531 0.4873 2.4084  0.44
11 H 3.7619 0.8520 2.2343  0.28
12 H 3.4850 1.9688 0.9055  0.23
13 H 2.8909 -1.0513 0.8922  0.24
14 H 4.2156 -0.2640 0.0331  0.27
15 H 2.0416 -0.7296 -1.1913  0.44
16 H 3.5792 0.6517 -2.3142  0.28
17 H 3.2006 1.9657 -1.1951  0.22
18 H 1.1361 0.6896 -3.0313  0.23
19 H 1.9358 2.2252 -3.3581  0.28
20 H -0.2589 2.2988 -2.0951  0.45
21 H 0.9456 3.1445 -1.4163  0.44
22 C -3.3918 -0.5084 -1.7308  -0.41
23 N -3.1565 -1.2213 -0.4695  -0.29
24 C -3.6423 -2.4660 -0.1796  -0.01
25 C -3.2556 -2.7634 1.0886  -0.02
26 N -2.5386 -1.6963 1.5540  -0.29
27 C -1.9796 -1.5950 2.9074  -0.41
28 C -2.4677 -0.7629 0.5896  0.20
29 Se -1.7742 0.9882 0.7900  0.01
30 H -4.0509 -1.1110 -2.3480  0.27
31 H -2.4532 -0.3595 -2.2598  0.21
32 H -3.8678 0.4494 -1.5363  0.25
33 H -4.2344 -3.0396 -0.8730  0.28
34 H -3.4554 -3.6389 1.6836  0.28
35 H -2.2638 -2.4830 3.4635  0.27
36 H -2.3774 -0.7189 3.4133  0.25
37 H -0.8944 -1.5404 2.8628  0.21

As for the charge: +3. Its max |F| is 0.580 eV/A. The HOMO-LUMO gap comes out at 8.255 eV. The HOMO energy is -18.88 eV.

Entry 6:
Computed, not measured: a molecular structure, C9H21INOOsP2 at a distorted geometry, with ωB97M-V/def2-TZVPD.

Last column: natural (NBO) charge in e.
Atoms and positions in Å:
1 C -1.2769 -0.5491 1.9124  -0.92
2 I -1.7577 -0.0045 3.9412  1.04
3 H -0.6072 0.4114 1.9885  0.30
4 H -0.8543 -1.5635 2.0386  0.29
5 H -2.2733 -0.4860 1.3940  0.30
6 Os 0.0521 -0.3039 -0.6811  0.36
7 P 1.7463 -1.4789 0.4181  1.12
8 C 3.3900 -1.0960 -0.3176  -0.91
9 C 2.0194 -1.0495 2.1850  -0.92
10 H 2.5546 -1.8774 2.6741  0.30
11 H 2.4198 -3.7356 1.0092  0.30
12 H 1.0751 -0.8808 2.6888  0.21
13 H 0.6702 -3.6265 0.6286  0.26
14 H 3.7366 -0.1517 0.1069  0.28
15 H 2.6176 -0.1335 2.2113  0.29
16 C 1.6760 -3.3015 0.3464  -0.94
17 H 4.0992 -1.9023 -0.0868  0.31
18 H 1.8771 -3.6172 -0.6972  0.29
19 H 3.2855 -0.9940 -1.4046  0.27
20 P -1.7050 1.1688 -1.0238  1.12
21 C -1.2833 2.3572 -2.3818  -0.89
22 C -3.2744 0.4393 -1.5854  -0.94
23 H -2.0825 1.7924 1.2990  0.21
24 H -3.1786 2.6626 0.1886  0.30
25 H -1.4397 3.1417 0.3255  0.29
26 C -2.1485 2.3006 0.3387  -0.94
27 H -3.5518 -0.3750 -0.9081  0.26
28 H -4.0584 1.2073 -1.5945  0.30
29 H -2.1923 2.6038 -2.9360  0.30
30 H -0.5391 1.9041 -3.0394  0.27
31 H -3.1377 0.0314 -2.5951  0.29
32 H -0.8572 3.2579 -1.9042  0.28
33 C 0.9438 0.0281 -2.1018  0.61
34 O 1.5405 0.2120 -3.1059  -0.30
35 N 1.5102 2.2691 0.5733  -0.20
36 C 1.0038 1.3390 0.0951  -0.22

As for the expectation value of S²: 6.02. Its spin multiplicity is 5. As for the charge: +3. Its max |F| is 10.833 eV/A. The HOMO-LUMO gap (alpha / beta) comes out at 5.695 / 5.771 eV. The HOMO energy (alpha / beta) is -18.52 / -21.06 eV.